# 1
Here is C29H36Cl2NS3Sr as an isolated structure in a non-equilibrium geometry from the OMol25 dataset. Energies are from wB97M-V/def2-TZVPD.

```
! RIJCOSX wB97M-V def2-TZVPD def2/J DEFGRID3
* xyz -1 1
Sr -0.08836 0.93238 -0.62039
N -1.12423 2.20438 1.64991
C 0.02999 2.07461 2.39247
C 0.10594 1.06848 3.36470
C 1.23609 0.91220 4.15186
C 2.32159 1.75755 3.97850
C 2.26557 2.72652 2.98254
C 1.15893 2.89564 2.15423
C 1.21295 3.85579 1.01074
C 1.71852 5.13745 1.25502
C 1.89281 6.02732 0.20764
C 1.55805 5.61837 -1.07967
C 1.04681 4.34428 -1.29125
C 0.83401 3.40448 -0.26942
H -1.95556 1.71715 1.94217
H -1.29410 2.95935 0.98729
H -0.75831 0.42964 3.51836
H 1.25878 0.13235 4.90390
H 3.20628 1.65588 4.59426
H 3.12766 3.35745 2.79924
H 1.96881 5.44066 2.26797
H 2.27615 7.02444 0.39122
H 1.68082 6.30272 -1.91314
H 0.77341 4.08072 -2.31233
C 5.02584 -1.20625 -0.73944
C 4.31959 -0.12620 -1.56189
S 3.23880 1.03523 -0.65657
C 2.54772 0.06363 0.71825
C 1.76176 -1.24221 0.46671
S 1.60057 -1.79609 -1.26503
C 2.23144 -3.48816 -1.12384
C 3.64482 -3.66660 -0.58492
S 4.99369 -2.86459 -1.48296
H 4.60926 -1.30579 0.25960
H 6.07962 -0.96247 -0.60706
H 3.73767 -0.58893 -2.35184
H 5.05422 0.53532 -2.02321
H 1.96457 0.78151 1.31209
H 3.35985 -0.16605 1.40821
H 0.78302 -1.23947 0.96472
H 2.27739 -2.05370 0.97518
H 2.17923 -3.86615 -2.14587
H 1.53836 -4.08150 -0.52236
H 3.88161 -4.73274 -0.61857
H 3.71797 -3.37716 0.46465
Cl -0.75178 1.01933 -3.46219
C -2.42088 0.36798 -2.76934
Cl -2.86670 3.11156 -0.78617
H -2.76570 -0.14613 -3.67305
H -2.96632 1.29542 -2.61179
C -4.78444 -0.26491 -1.39767
C -3.49339 -0.80788 -0.75034
C -3.47022 -0.21618 0.66917
C -2.20045 -0.42211 -1.52835
C -3.57705 -2.33286 -0.71442
C -3.45963 -3.08132 0.45249
C -3.49991 -4.47451 0.43086
C -3.66570 -5.15309 -0.76261
C -3.78621 -4.42116 -1.94118
C -3.73665 -3.03996 -1.91201
H -4.75830 0.82657 -1.40109
H -5.65862 -0.58378 -0.82241
H -4.91576 -0.61443 -2.42321
H -3.47004 0.87171 0.56824
H -2.56136 -0.52179 1.20020
H -4.34048 -0.51466 1.26588
H -1.69495 -1.34959 -1.83506
H -3.33668 -2.57868 1.40201
H -3.40288 -5.02554 1.35938
H -3.70038 -6.23557 -0.78159
H -3.91276 -4.93461 -2.88722
H -3.80234 -2.48519 -2.84023
*
```

Results
energy above the lowest of the compared OMol25 structures with the same formula, charge and spin = 320.9 kJ/mol
E_LUMO = 1.8 eV

Computed Mulliken charges, given in elementary charges:
1 Sr 1.137
2 N -0.227
3 C 0.970
4 C -0.891
5 C -0.648
6 C -0.882
7 C -0.155
8 C 0.331
9 C 0.192
10 C -0.325
11 C -0.699
12 C -0.614
13 C -1.569
14 C 0.379
15 H 0.136
16 H 0.133
17 H 0.434
18 H 0.375
19 H 0.385
20 H 0.475
21 H 0.412
22 H 0.363
23 H 0.359
24 H 0.305
25 C -0.451
26 C -0.792
27 S 0.085
28 C 0.202
29 C -0.970
30 S 0.112
31 C -0.627
32 C -0.796
33 S -0.139
34 H 0.020
35 H 0.483
36 H 0.430
37 H 0.472
38 H -1.144
39 H 0.770
40 H 0.424
41 H 0.404
42 H 0.436
43 H 0.369
44 H 0.425
45 H 0.328
46 Cl -0.251
47 C 0.008
48 Cl -0.624
49 H 0.386
50 H 0.309
51 C -2.002
52 C 3.241
53 C -2.370
54 C -1.283
55 C -0.618
56 C -0.239
57 C -0.882
58 C -0.397
59 C -0.893
60 C 0.161
61 H 0.440
62 H 0.452
63 H 0.407
64 H 0.396
65 H 0.197
66 H 0.419
67 H -0.003
68 H 0.342
69 H 0.386
70 H 0.386
71 H 0.368
72 H 0.245



# 2
Here is a 10-piece molecular cluster, C5H29N2O10 overall in a non-equilibrium geometry from the OMol25 dataset. Energies are from wB97M-V/def2-TZVPD.

```
! RIJCOSX wB97M-V def2-TZVPD def2/J DEFGRID3
* xyz -1 1
C -0.48906 0.82562 -2.88406
O 0.58505 1.76638 -2.88370
C -0.07860 -0.59785 -3.34165
C -0.96039 -1.74566 -2.76360
C -0.17360 -2.40526 -1.50135
N -0.23412 0.49907 0.54258
C -0.61535 -0.62977 0.01184
N 0.22920 -1.54877 -0.45065
H -1.21299 1.32843 -3.51684
H -0.85432 0.77225 -1.83474
H -0.22011 -0.76124 -4.40603
H 0.95588 -0.74102 -2.98459
H -1.91624 -1.49103 -2.35611
H -1.10288 -2.46817 -3.52913
H -0.89508 -3.15647 -1.02199
H 0.59156 -2.96573 -2.06475
H 0.74552 0.64074 0.35183
H -1.67000 -0.91386 -0.13753
H 2.13275 -0.81355 -0.71418
H 1.14637 1.49929 -2.14332
H 3.37939 2.20823 -0.44785
O 2.73367 1.54985 -0.13337
H 2.24114 -2.37202 0.84193
H 3.47591 -1.84957 0.19547
O 3.18223 -2.56086 0.74521
H -2.31201 -0.41480 3.10930
H -1.37236 0.58879 2.51241
O -1.85742 0.41269 3.33596
H -1.45383 3.90780 0.77815
H -1.23042 2.40347 0.71275
O -1.96017 3.04119 0.77134
H 0.81469 -0.54074 2.13160
H 0.71483 -1.24680 3.42098
O 1.40676 -1.01602 2.79528
H -3.32256 1.71358 0.15190
H -4.42053 0.70379 0.70459
O -4.09046 1.15360 -0.07245
H 2.71063 -1.24679 -2.15259
H 3.19330 0.67169 -0.26598
O 2.89797 -0.76865 -1.32939
H 0.02696 2.99050 2.99972
H 1.14225 3.12229 2.09134
O 0.69022 3.65051 2.77360
H -0.89821 -2.02854 2.52859
H -1.29852 -2.87133 1.40177
O -1.67405 -2.49391 2.20448
*
```

Results
energy above the lowest of the compared OMol25 structures with the same formula, charge and spin = 110.9 kJ/mol
E_LUMO = 2.9 eV

Computed natural (NBO) charges, given in elementary charges:
1 C -0.071
2 O -0.740
3 C -0.439
4 C -0.416
5 C -0.202
6 N -0.974
7 C 0.276
8 N -0.771
9 H 0.171
10 H 0.190
11 H 0.197
12 H 0.193
13 H 0.201
14 H 0.187
15 H 0.138
16 H 0.178
17 H 0.350
18 H 0.143
19 H 0.512
20 H 0.476
21 H 0.471
22 O -0.979
23 H 0.486
24 H 0.469
25 O -0.967
26 H 0.473
27 H 0.491
28 O -0.979
29 H 0.478
30 H 0.506
31 O -0.993
32 H 0.484
33 H 0.451
34 O -0.949
35 H 0.507
36 H 0.466
37 O -0.979
38 H 0.494
39 H 0.500
40 O -1.030
41 H 0.475
42 H 0.474
43 O -0.948
44 H 0.465
45 H 0.481
46 O -0.948



# 3
Here is C33H36AsBrN2PTi as an isolated structure in a non-equilibrium geometry from the OMol25 dataset. Energies are from wB97M-V/def2-TZVPD.

```
! RIJCOSX wB97M-V def2-TZVPD def2/J DEFGRID3
* xyz 2 2
Ti -0.13227 -0.88882 1.01047
C -2.29273 -1.88412 1.09201
C -1.35265 -2.92658 0.92934
C -0.52549 -2.95668 2.07489
C -0.96090 -1.94095 2.94539
C -2.04417 -1.26578 2.33705
H -3.14237 -1.70427 0.45547
H -1.36285 -3.64233 0.12619
H 0.22947 -3.68855 2.30531
H -0.58394 -1.78022 3.93920
H -2.64982 -0.49130 2.77997
Br 4.43864 -5.41347 -3.12980
C 3.64937 -4.19701 -1.95630
C 4.23955 -2.95793 -1.75066
C 3.65002 -2.06074 -0.87751
C 2.47636 -2.39490 -0.21597
C 1.88427 -3.62213 -0.43981
C 2.47473 -4.53338 -1.30379
N 1.86073 -1.45672 0.71505
C 2.66764 -0.83603 1.47122
C 2.15723 0.05276 2.52576
C 2.99228 0.63124 3.44964
C 2.43132 1.31334 4.52385
C 1.05894 1.37367 4.61299
C 0.29323 0.79259 3.61516
N 0.82235 0.15092 2.57102
H 5.14546 -2.69127 -2.27873
H 4.09349 -1.07728 -0.75729
H 0.97609 -3.89480 0.08118
H 2.02499 -5.50520 -1.46135
H 3.73516 -1.03575 1.42182
H 4.06558 0.52521 3.34197
H 3.05647 1.77121 5.27963
H 0.57057 1.86916 5.44264
H -0.78439 0.83945 3.64916
C -0.93370 -2.86573 -2.37868
As -0.36553 -1.12412 -1.73523
C -1.61912 -0.11690 -2.82952
C 1.25417 -0.92205 -2.79925
H -0.92875 -2.82285 -3.46430
H -1.94374 -3.07505 -2.03699
H -0.25987 -3.65098 -2.04763
H -1.25885 -0.18292 -3.85152
H -1.70135 0.92136 -2.54002
H -2.59683 -0.58875 -2.76956
H 1.65686 -1.91061 -3.00870
H 2.00095 -0.33193 -2.28576
H 0.99348 -0.42840 -3.73048
C -0.39546 2.97651 1.72748
P -0.91449 1.66090 0.55772
C -0.01594 2.28863 -0.90287
C -0.61047 3.13934 -1.83114
C 0.15299 3.71270 -2.83986
C 1.51811 3.46160 -2.91289
C 2.12194 2.63207 -1.97769
C 1.35331 2.04593 -0.98169
C -2.67386 2.02493 0.30926
C -3.21635 3.25967 0.67202
C -4.57452 3.50356 0.51910
C -5.40863 2.51657 0.01588
C -4.88323 1.28019 -0.33975
C -3.52709 1.03835 -0.18620
H -0.52340 3.93218 1.22674
H 0.66281 2.86432 1.95718
H -0.97471 2.97511 2.65018
H -1.67196 3.35550 -1.76821
H -0.31735 4.36758 -3.56423
H 2.11313 3.92137 -3.69320
H 3.18925 2.44999 -2.02425
H 1.83583 1.40904 -0.24837
H -2.59343 4.05160 1.06556
H -4.97843 4.46949 0.79538
H -6.46925 2.70746 -0.09241
H -5.53255 0.50524 -0.72741
H -3.12638 0.07577 -0.45383
*
```

Results
energy above the lowest of the compared OMol25 structures with the same formula, charge and spin = 37.8 kJ/mol
E_LUMO (alpha / beta) = -7.1 / -7.1 eV

Computed Mulliken charges, given in elementary charges:
1 Ti -0.530
2 C -0.532
3 C -0.183
4 C -0.743
5 C -0.840
6 C -0.720
7 H 0.836
8 H 0.745
9 H 0.586
10 H 0.598
11 H 0.646
12 Br -0.112
13 C -0.090
14 C -0.931
15 C -0.404
16 C -0.355
17 C -0.038
18 C -0.638
19 N 0.859
20 C -0.401
21 C -0.248
22 C -0.855
23 C -0.744
24 C -0.861
25 C -0.701
26 N 1.154
27 H 0.443
28 H 0.457
29 H 0.346
30 H 0.495
31 H 0.869
32 H 0.572
33 H 0.486
34 H 0.513
35 H 0.679
36 C -1.355
37 As 1.357
38 C -1.341
39 C -1.240
40 H 0.477
41 H 0.501
42 H 0.309
43 H 0.610
44 H 0.174
45 H 0.449
46 H 0.405
47 H 0.118
48 H 0.584
49 C -2.074
50 P 3.009
51 C 0.327
52 C -0.659
53 C -0.767
54 C -0.741
55 C -0.516
56 C -0.344
57 C -0.040
58 C -0.629
59 C -0.783
60 C -0.705
61 C -1.102
62 C 0.429
63 H 0.752
64 H 0.347
65 H 0.443
66 H 0.426
67 H 0.466
68 H 0.430
69 H 0.480
70 H 0.184
71 H 0.386
72 H 0.451
73 H 0.422
74 H 0.472
75 H -0.066



# 4
Here is C47H42I2KN7O2 as an isolated structure in a non-equilibrium geometry from the OMol25 dataset. Energies are from wB97M-V/def2-TZVPD.

```
! RIJCOSX wB97M-V def2-TZVPD def2/J DEFGRID3
* xyz -2 1
K 1.01719 -1.02485 -1.01748
C -5.58282 0.43798 2.51032
C -4.45221 -0.48795 2.98588
C -4.52588 -1.22751 4.14977
C -3.47869 -2.09774 4.52356
C -2.34759 -2.25521 3.69092
C -2.29879 -1.48732 2.52874
C -3.31017 -0.59222 2.19958
N -3.26929 0.18853 0.99477
C -2.02381 0.48748 0.38356
N -1.21434 1.38845 1.02111
C -0.49877 1.02757 2.28010
C 0.80802 0.54539 2.08671
C 1.46381 0.15212 3.25167
C 0.88231 0.28533 4.50752
C -0.36790 0.88038 4.64117
C -1.08232 1.29238 3.51462
C -2.36764 2.00138 3.71713
N -1.64204 0.07652 -0.77055
C -2.50900 -0.71033 -1.58413
C -2.82440 -2.01626 -1.25006
C -3.54275 -2.78213 -2.15031
C -3.99713 -2.17920 -3.34382
C -3.63544 -0.90311 -3.67994
C -2.91006 -0.11678 -2.77987
C -2.60264 1.33067 -3.10157
H -6.41099 0.43308 3.19669
H -5.92944 0.18505 1.51464
H -5.19768 1.45715 2.42906
H -5.35474 -1.14150 4.85584
H -3.54007 -2.66075 5.45350
H -1.52304 -2.90313 3.97458
H -1.42328 -1.58795 1.86505
H -3.99313 -0.14010 0.36448
H -0.43636 1.57351 0.36362
H 2.50612 -0.22036 3.11936
H 1.37323 -0.06231 5.43936
H -0.82876 1.05413 5.62837
H -2.17087 3.00688 4.10268
H -3.06650 1.49172 4.37568
H -2.79050 2.12960 2.73311
H -2.41146 -2.48339 -0.32611
H -3.86043 -3.78180 -1.85327
H -4.54345 -2.76875 -4.05976
H -3.99752 -0.48547 -4.62542
H -2.92476 1.58428 -4.10457
H -1.52878 1.56830 -3.06923
H -3.06038 2.08042 -2.43344
I 1.97647 0.47674 -6.71690
C 3.39663 0.36501 -5.22376
C 4.73466 0.59796 -5.53665
C 5.77412 0.43957 -4.64994
I 7.71797 0.71632 -5.39253
C 5.47188 -0.00268 -3.33775
C 6.39304 -0.26783 -2.27521
C 5.95397 -0.57982 -1.00675
C 4.56279 -0.70859 -0.80779
N 3.66809 -0.50331 -1.76436
C 4.10126 -0.15071 -2.97693
C 3.01283 -0.02668 -3.92045
O 1.81938 -0.15977 -3.54452
H 4.99786 0.90606 -6.53698
H 7.45717 -0.25615 -2.53391
H 6.60472 -0.77724 -0.17046
H 4.20776 -1.02445 0.15151
C 4.22402 3.25120 2.26129
C 4.04726 2.01215 1.37957
O 2.89531 2.08738 0.57468
H 5.21642 3.23276 2.73235
H 3.44849 3.31899 3.01727
H 4.14054 4.14353 1.62762
H 3.97399 1.10129 1.99461
H 4.92017 1.89088 0.72710
H 2.19161 1.47986 0.92572
N 0.29965 6.43395 -4.67406
C 0.29352 5.97983 -3.63016
C 0.35706 5.41496 -2.31543
C 0.54539 6.25236 -1.22957
C 0.72884 5.63817 0.03332
C 0.62166 4.25282 0.07747
N 0.42383 3.45351 -0.95552
C 0.33758 4.03314 -2.15624
H 0.61000 7.31099 -1.31544
H 0.90423 6.15461 0.94287
H 0.61167 3.72700 1.06467
H 0.24553 3.35762 -3.00325
C 2.11159 -4.01567 -0.30084
C 0.86168 -4.52611 -0.12832
C 0.17714 -4.64314 1.16267
C -1.11242 -5.06987 1.25625
C -1.87169 -5.46441 0.15224
C -1.25584 -5.35221 -1.12580
C 0.00771 -4.90540 -1.28577
C -3.18012 -5.95927 0.32219
N -4.24417 -6.35467 0.52286
H 2.53979 -4.04947 -1.30543
H 2.71485 -3.78241 0.58912
H 0.71191 -4.39223 2.08210
H -1.57865 -5.09888 2.23265
H -1.79529 -5.67056 -1.98580
H 0.45128 -4.82931 -2.27731
*
```

Results
energy above the lowest of the compared OMol25 structures with the same formula, charge and spin = 54.5 kJ/mol
E_LUMO = 3.3 eV

Mulliken population analysis, charges in e, atoms 1 to 99:
1 K 0.792
2 C -1.489
3 C 1.047
4 C -0.686
5 C -0.832
6 C -1.189
7 C 0.075
8 C -0.012
9 N 0.267
10 C -0.576
11 N 0.535
12 C 0.054
13 C 0.298
14 C -0.455
15 C -0.695
16 C -0.788
17 C 1.500
18 C -2.144
19 N 0.177
20 C -0.719
21 C 0.786
22 C -0.888
23 C -0.857
24 C -0.969
25 C 0.963
26 C -1.164
27 H 0.422
28 H 0.294
29 H 0.306
30 H 0.305
31 H 0.371
32 H 0.618
33 H 0.558
34 H 0.522
35 H 0.079
36 H 0.215
37 H 0.279
38 H 0.305
39 H 0.516
40 H 0.366
41 H 0.224
42 H 0.167
43 H 0.487
44 H 0.379
45 H 0.338
46 H 0.441
47 H 0.077
48 H 0.288
49 I -0.010
50 C -0.552
51 C -0.163
52 C -0.622
53 I -0.021
54 C 0.895
55 C -0.534
56 C -0.977
57 C -0.563
58 N 0.572
59 C -0.565
60 C 0.727
61 O -0.687
62 H 0.278
63 H 0.159
64 H 0.428
65 H 0.514
66 C -1.365
67 C 0.045
68 O -0.292
69 H 0.422
70 H 0.252
71 H 0.257
72 H 0.124
73 H 0.284
74 H -0.239
75 N -0.535
76 C 0.063
77 C 0.391
78 C -0.278
79 C -0.991
80 C 0.198
81 N 0.080
82 C -0.540
83 H 0.493
84 H 0.482
85 H 0.082
86 H 0.536
87 C -1.511
88 C 1.313
89 C -0.871
90 C -0.036
91 C 0.043
92 C -0.344
93 C -0.828
94 C 0.096
95 N -0.753
96 H 0.297
97 H 0.254
98 H 0.234
99 H 0.437



Which of these has the highest energy above the lowest of the compared OMol25 structures with the same formula, charge and spin? C29H36Cl2NS3Sr



What is the energy above the lowest of the compared OMol25 structures with the same formula, charge and spin in the fourth record? 54.5 kJ/mol



energy above the lowest of the compared OMol25 structures with the same formula, charge and spin of number 2 (C5H29N2O10)? 110.9 kJ/mol



Number 3 is which compound? C33H36AsBrN2PTi